a) {"formula": "C2H4N2S3", "method": "ωB97M-V/def2-TZVPD", "homo_ev": -8.912, "orbital_gap_ha": 0.311, "mol_weight_g_mol": 152.27, "lumo_energy_ev": -0.448, "charge": 0, "smiles": "[H]/N=C(/NS)SC=S", "elements": ["S", "C", "H", "C", "H", "H", "S", "N", "H", "S", "N"], "xyz": [[-0.73, -1.11, 0.74], [0.65, 0.09, 0.65], [1.45, -0.61, 2.26], [-0.87, -1.57, -0.94], [-0.17, -1.13, -1.64], [-1.29, 2.38, 0.37], [-0.74, 1.93, -0.79], [0.64, 1.01, -0.34], [1.52, 1.54, -0.29], [-2.05, -2.53, -1.52], [1.60, 0.00, 1.49]]}

b) {"formula": "C2H4N2S3", "method": "ωB97M-V/def2-TZVPD", "homo_ev": -8.805, "orbital_gap_ha": 0.298, "mol_weight_g_mol": 152.27, "lumo_energy_ev": -0.703, "charge": 0, "smiles": "N=C1SS1.C=NS", "elements": ["H", "S", "N", "C", "H", "H", "N", "S", "S", "H", "C"], "xyz": [[-0.39, 1.21, 0.19], [3.03, 0.08, -3.05], [0.92, 0.31, -1.14], [-1.79, -1.19, 2.17], [0.81, -0.65, -0.86], [-1.52, -2.24, 2.24], [-1.12, -0.49, 1.35], [-1.39, 1.13, 1.09], [2.30, 2.05, -2.79], [-2.60, -0.84, 2.79], [1.75, 0.64, -1.99]]}

Short version: a) is the most stable of them.

a) {"formula": "C2H13NO4", "method": "ωB97M-V/def2-TZVPD", "homo_ev": -9.734, "orbital_gap_ha": 0.378, "mol_weight_g_mol": 115.13, "lumo_energy_ev": 0.551, "charge": 0, "smiles": "NCCO.O.O.O", "elements": ["H", "O", "H", "H", "O", "H", "H", "O", "H", "H", "H", "H", "O", "N", "H", "H", "C", "C", "H", "H"], "xyz": [[0.14, -1.57, -0.70], [-0.06, 2.52, -0.78], [0.45, -1.10, 2.37], [-0.64, -2.77, 1.11], [-0.38, -1.49, 2.70], [2.81, -0.38, 1.52], [1.62, -0.37, 0.53], [1.10, 2.02, -3.94], [-2.11, -2.24, 1.90], [-0.52, -0.21, -1.23], [-0.83, 2.25, -0.25], [-1.44, 0.14, 1.06], [1.85, -0.28, 1.47], [-0.19, -0.67, -0.39], [1.65, 2.74, -4.28], [0.55, 2.69, -0.04], [-1.13, -1.90, 1.57], [-1.32, -0.82, 0.53], [0.72, 2.37, -3.13], [-2.27, -0.95, 0.00]]}

b) {"formula": "C2H13NO4", "method": "ωB97M-V/def2-TZVPD", "homo_ev": -9.730, "orbital_gap_ha": 0.378, "mol_weight_g_mol": 115.13, "lumo_energy_ev": 0.563, "charge": 0, "smiles": "CNCO.O.O.O", "elements": ["H", "H", "H", "O", "H", "O", "H", "N", "H", "H", "H", "H", "H", "C", "H", "O", "H", "O", "H", "C"], "xyz": [[2.69, -1.04, -2.45], [0.93, -0.23, -0.74], [1.36, -1.32, 0.63], [-2.76, 2.21, 0.72], [-3.71, -1.78, 1.42], [-0.56, -1.51, -0.07], [-2.07, 1.73, 1.18], [1.34, -2.21, -1.28], [1.94, -2.40, -3.28], [-0.74, -2.21, -0.72], [1.69, 5.96, 3.02], [0.99, 5.91, 1.68], [-2.58, -2.77, 1.55], [1.76, -1.62, -2.54], [0.95, -0.97, -2.90], [1.64, 5.45, 2.21], [-2.50, 3.14, 0.70], [-3.30, -2.38, 2.06], [2.12, -2.70, -0.86], [0.82, -1.24, -0.32]]}

Short version: a) is the most stable of them.

a) {"formula": "FH2NS", "method": "ωB97M-V/def2-TZVPD", "homo_ev": [-9.848, -9.806], "orbital_gap_ha": [0.313, 0.308], "mol_weight_g_mol": 67.09, "lumo_energy_ev": [-1.318, -1.425], "charge": 0, "elements": ["H", "F", "N", "S", "H"], "xyz": [[-1.58, 0.25, -1.05], [1.73, 0.68, 0.10], [1.03, -0.38, 0.03], [-1.18, 0.34, 0.22], [0.75, -0.79, 0.92]]}

b) {"formula": "FH2NS", "method": "ωB97M-V/def2-TZVPD", "homo_ev": -9.526, "orbital_gap_ha": 0.354, "mol_weight_g_mol": 67.09, "lumo_energy_ev": 0.095, "charge": 0, "elements": ["S", "N", "H", "H", "F"], "xyz": [[1.12, -0.43, -0.31], [-0.29, 0.29, 0.06], [-0.23, 1.65, 0.16], [0.37, -1.18, -1.06], [-0.97, -0.33, 1.16]]}

Short version: b) is the most stable of them.

a) {"formula": "C4H6N2OS", "method": "ωB97M-V/def2-TZVPD", "homo_ev": -8.604, "orbital_gap_ha": 0.341, "mol_weight_g_mol": 130.17, "lumo_energy_ev": 0.682, "charge": 0, "smiles": "C=C/C(=N\\O)SN=C", "elements": ["N", "H", "N", "H", "H", "S", "H", "H", "C", "C", "C", "C", "O", "H"], "xyz": [[-1.94, -0.16, 0.82], [2.96, 0.11, -0.08], [0.61, 0.96, -1.71], [-3.48, -0.31, 2.13], [-3.98, -0.32, 0.33], [-1.54, -0.08, -0.85], [0.32, -1.01, 1.04], [2.70, -1.00, 1.38], [2.28, -0.45, 0.54], [-3.18, -0.28, 1.08], [0.96, -0.47, 0.34], [0.22, 0.22, -0.73], [1.98, 1.09, -1.78], [2.10, 1.69, -2.52]]}

b) {"formula": "C4H6N2OS", "method": "ωB97M-V/def2-TZVPD", "homo_ev": -8.936, "orbital_gap_ha": 0.352, "mol_weight_g_mol": 130.17, "lumo_energy_ev": 0.636, "charge": 0, "smiles": "[H]/N=C1/COC(=S)N1C", "elements": ["H", "O", "H", "N", "N", "C", "S", "H", "C", "H", "H", "H", "C", "C"], "xyz": [[-1.66, -1.06, 1.21], [0.90, 0.59, -1.71], [2.52, 0.97, -0.40], [1.16, -0.54, 1.63], [-0.42, 0.09, -0.04], [1.84, 0.15, -0.61], [-1.60, 0.60, -2.45], [-1.84, 0.62, 1.42], [-1.66, -0.13, 0.67], [2.45, -0.71, -0.97], [0.34, -0.78, 2.18], [-2.52, -0.02, 0.01], [0.84, -0.17, 0.47], [-0.36, 0.39, -1.40]]}

c) {"formula": "C4H6N2OS", "method": "ωB97M-V/def2-TZVPD", "homo_ev": -9.477, "orbital_gap_ha": 0.363, "mol_weight_g_mol": 130.17, "lumo_energy_ev": 0.390, "charge": 0, "smiles": "C#C[C@@H](S)C(=O)NN", "elements": ["O", "H", "S", "H", "C", "N", "C", "H", "C", "N", "H", "H", "C", "H"], "xyz": [[-0.68, -2.37, -0.74], [-0.72, 0.45, 1.77], [1.68, -0.83, 1.04], [1.88, -2.08, 0.29], [1.10, 2.29, -1.00], [-1.57, 0.61, 1.07], [0.81, -0.35, -0.51], [1.22, -1.02, -1.24], [1.00, 1.02, -0.90], [-1.69, -0.42, 0.09], [-2.36, -1.17, 0.70], [1.42, 3.51, -0.71], [-0.65, -1.09, -0.39], [-1.45, 1.45, 0.53]]}

d) {"formula": "C4H6N2OS", "method": "ωB97M-V/def2-TZVPD", "homo_ev": -8.108, "orbital_gap_ha": 0.288, "mol_weight_g_mol": 130.17, "lumo_energy_ev": -0.267, "charge": 0, "smiles": "N/C=N\\C=C\\C(O)=S", "elements": ["H", "H", "S", "H", "C", "O", "N", "N", "H", "C", "C", "C", "H", "H"], "xyz": [[0.02, 0.66, 1.51], [1.30, 1.49, -0.85], [-2.58, 1.53, 0.22], [3.02, 1.68, -0.71], [-1.06, -0.69, -0.05], [-3.48, -0.88, -0.13], [2.22, 1.20, -0.27], [1.32, -0.74, 0.45], [-1.15, -1.70, -0.70], [-2.37, -0.06, -0.09], [0.10, -0.18, 0.63], [2.30, -0.06, 0.04], [-2.95, -1.71, -0.21], [3.32, -0.52, 0.15]]}

Short version: b) is the most stable of them.